55
Properties=species:S:1:pos:R:3:forces:R:3 method="wB97M-V/def2-TZVPD" smiles="COCCCCCCCCCCCC[Si@H](F)CC(=O)I.ClCCl" total_energy_ha=-2386.79512 homo_ev=-9.6 spin_multiplicity=1 homo_lumo_gap_ev=9.93
C 5.638226 -2.211935 -0.382509 0.12 0.09 0.12
O 5.088173 -0.914029 -0.400732 0.11 -0.01 -0.03
C 4.169326 -0.677683 -1.444876 -0.18 0.41 0.00
C 4.073933 0.817986 -1.660518 0.30 -0.13 0.62
C 3.383742 1.507400 -0.484875 -0.07 0.27 -0.85
C 1.867984 1.415885 -0.534115 0.23 -0.51 0.95
C 1.231034 2.078153 0.697943 0.01 0.57 -0.69
C 0.029236 2.980402 0.398002 0.01 -0.30 0.76
C -1.322202 2.290097 0.551811 -0.01 0.20 -0.40
C -1.868931 1.659858 -0.719553 -0.54 0.23 0.20
C -3.356858 1.289400 -0.588071 0.21 -0.53 0.07
C -3.660743 -0.208083 -0.546157 -0.15 0.14 -0.18
C -3.003434 -1.024882 -1.645036 -0.20 -0.20 0.41
C -3.551440 -2.472171 -1.715566 0.74 0.03 -0.08
Si -2.198020 -3.668354 -1.227768 -0.25 0.68 0.13
F -2.426711 -5.077425 -1.940147 -0.09 -0.51 -0.06
C -2.224356 -3.979149 0.643810 0.79 0.65 -0.32
C -1.249722 -3.275739 1.584774 -0.25 -1.05 3.39
O -1.196717 -3.558874 2.778448 -0.02 0.81 -3.31
I 0.063022 -1.688135 0.913311 -0.23 -0.17 -0.01
H 5.280936 -2.831617 -1.198014 -0.20 -0.11 -0.18
H 5.410018 -2.701073 0.557075 -0.14 -0.16 0.23
H 6.717586 -2.145463 -0.471992 0.28 0.04 -0.01
H 3.181379 -1.048522 -1.167246 -0.17 -0.38 -0.05
H 4.498163 -1.165968 -2.356804 0.06 -0.22 -0.25
H 5.095309 1.182425 -1.712488 0.22 0.12 -0.22
H 3.586765 1.035442 -2.603811 -0.22 0.07 -0.22
H 3.645036 2.563085 -0.508156 0.14 0.20 0.18
H 3.773655 1.077123 0.428685 0.03 0.00 0.36
H 1.615934 0.358370 -0.507048 -0.26 -0.23 -0.38
H 1.497731 1.833016 -1.462220 -0.15 0.15 -0.24
H 1.986356 2.689448 1.181240 0.25 0.12 0.11
H 0.941227 1.338579 1.431055 -0.06 -0.27 0.25
H 0.126735 3.446917 -0.575078 0.00 0.04 -0.37
H 0.045907 3.792788 1.115529 0.04 0.20 0.13
H -1.269437 1.543807 1.339691 0.05 -0.20 0.24
H -2.044671 3.026569 0.891285 -0.23 0.21 0.04
H -1.785627 2.379798 -1.525436 0.21 0.21 -0.22
H -1.280809 0.798562 -1.007311 0.25 -0.20 -0.07
H -3.933273 1.730656 -1.392911 -0.06 0.09 -0.32
H -3.759687 1.717123 0.322960 -0.08 0.25 0.24
H -4.735538 -0.331663 -0.651483 -0.29 -0.02 0.11
H -3.402130 -0.621022 0.427240 0.15 -0.12 0.22
H -3.137770 -0.521359 -2.595711 -0.03 0.09 -0.26
H -1.937414 -1.057882 -1.451359 0.32 0.13 -0.15
H -3.834725 -2.684659 -2.741018 -0.20 -0.22 -0.15
H -4.423280 -2.593962 -1.083002 -0.29 -0.04 0.05
H -0.910320 -3.131534 -1.689956 0.11 -0.17 -0.03
H -3.209320 -3.705150 1.006139 -0.28 0.09 0.17
H -2.109817 -5.034220 0.860079 0.04 -0.34 0.04
Cl -0.628953 4.209737 3.804271 -0.03 0.01 0.08
C -1.141340 2.747659 4.658374 -0.06 -0.01 0.03
Cl -0.062845 1.381311 4.360910 -0.01 -0.02 -0.02
H -1.146474 2.955867 5.720940 0.06 0.02 0.01
H -2.134845 2.483087 4.317394 0.02 -0.01 -0.07



7
Properties=species:S:1:pos:R:3:forces:R:3 method="wB97M-V/def2-TZVPD" total_energy_ha=-1114.92497 relative_energy_kj_mol=282.2 homo_ev=-4.8 charge=-1 spin_multiplicity=1 homo_lumo_gap_ev=7.84
C -1.510559 0.400400 -0.043340 5.50 4.24 0.34
N -2.526699 -0.098686 -0.068414 -2.04 -0.69 -0.04
O 0.271069 -0.833770 -1.183243 0.28 0.24 0.19
O 0.358235 -0.847029 1.257780 0.13 0.31 -0.24
O 0.003709 1.269339 0.039927 -5.26 -3.00 -0.28
S 2.635473 0.310117 -0.028982 0.19 0.30 -0.01
S 0.768774 -0.200373 0.026274 1.20 -1.41 0.05



45
Properties=species:S:1:pos:R:3:forces:R:3 method="wB97M-V/def2-TZVPD" total_energy_ha=-975.65693 homo_ev="-15.1 / -15.1" charge=+2 spin_multiplicity=3 homo_lumo_gap_ev="6.50 / 3.44"
C -0.755632 -4.920720 -1.670481 -0.13 0.02 -0.76
C -0.234820 -3.678912 -2.332074 0.85 -0.27 -0.16
O 0.946828 -3.430112 -2.446085 -0.84 0.28 0.33
O -1.211614 -2.854991 -2.797921 0.20 -0.04 0.73
C -0.858591 -1.484748 -2.864977 -0.26 0.51 -0.70
C -1.904162 -0.648793 -2.142864 0.41 -0.07 0.54
C -1.291125 0.709679 -1.755527 -0.04 -0.60 -0.42
C -0.438930 0.549482 -0.498164 -0.38 0.37 0.17
C 0.672737 1.597899 -0.369533 -0.71 -0.79 0.71
C 1.647640 1.144970 0.774361 2.11 1.20 -1.44
C 2.567507 0.026859 0.217686 -0.64 0.08 0.31
C 2.629176 2.300944 1.247849 -0.80 -0.98 0.71
N 0.909140 0.679886 1.988425 -0.34 -0.41 -0.99
O 1.127118 -0.525315 2.268628 0.12 0.09 0.30
C -0.564971 1.046977 2.077598 -2.03 -0.39 1.49
C -0.715681 2.531902 2.422439 0.67 -0.28 -0.27
C -1.161950 0.269031 3.283725 -0.08 0.42 -0.31
C -1.305943 0.608570 0.790954 0.96 0.29 -0.86
H -0.217617 -5.755099 -2.107534 0.11 -0.19 0.14
H -1.814725 -5.059388 -1.847710 -0.15 0.05 0.09
H -0.545714 -4.882670 -0.607965 0.06 0.02 0.16
H 0.129708 -1.308733 -2.444326 0.16 -0.27 0.08
H -0.800530 -1.174644 -3.907005 0.02 -0.06 -0.17
H -2.810953 -0.544810 -2.724413 -0.13 0.03 -0.08
H -2.140818 -1.182832 -1.221912 -0.36 -0.09 0.02
H -0.654471 1.005662 -2.592552 0.03 0.29 -0.05
H -2.067731 1.458705 -1.635425 0.00 0.22 0.09
H 0.027275 -0.431953 -0.555568 0.16 -0.10 0.02
H 1.199671 1.615486 -1.389122 -0.80 -0.79 0.49
H 0.202285 2.566535 -0.200555 0.04 0.15 0.15
H 3.398729 -0.145684 0.891372 0.13 -0.24 0.02
H 2.022720 -0.889298 0.016037 0.05 -0.23 0.09
H 2.945648 0.346781 -0.749012 0.28 0.02 -0.07
H 3.360552 2.631743 0.450154 0.29 -0.22 1.22
H 2.118433 3.136559 1.711507 -0.04 0.27 -0.20
H 3.274734 1.867146 2.006909 0.29 0.11 0.03
H -0.080762 3.176455 1.823641 -0.03 0.25 0.00
H -1.750814 2.794356 2.238506 -0.15 0.06 -0.05
H -0.520898 2.681322 3.478045 0.21 0.17 0.10
H -0.454665 0.179232 4.101858 0.08 -0.11 0.11
H -1.585814 -0.683247 2.991427 0.27 -0.32 0.08
H -1.988507 0.865426 3.657466 -0.15 0.02 0.06
H -1.778284 -0.356769 0.915560 -0.09 -0.11 0.20
H -2.075768 1.357022 0.630067 -0.21 0.04 0.06
Ag 2.551591 2.810089 -1.123487 0.85 1.58 -1.96



12
Properties=species:S:1:pos:R:3:forces:R:3 method="wB97M-V/def2-TZVPD" total_energy_ha=-323.32075 relative_energy_kj_mol=522.3 homo_ev=-9.4 spin_multiplicity=1 homo_lumo_gap_ev=9.83
N 0.149457 -1.504925 2.437063 1.20 -1.58 1.51
C -0.233199 -0.788467 1.649405 -1.42 0.97 1.15
C -0.870105 -0.009793 0.646001 0.56 -1.17 0.88
O -0.427230 1.339402 0.590962 -0.52 -0.54 -1.27
C -0.087016 1.073341 -0.744740 0.19 0.10 -1.32
C 1.105055 0.210008 -0.826742 -0.34 -0.60 0.26
C -0.190963 -0.592764 -0.618265 -0.46 -1.04 1.17
H -1.980158 -0.031712 0.679251 0.78 -0.28 -0.20
H -0.502606 1.772878 -1.446907 0.24 0.16 -0.51
H 1.502471 0.164116 -1.850455 -0.23 -0.33 0.45
H 1.873309 0.295900 -0.047926 -0.21 0.04 -0.17
H -0.339014 -1.927984 -0.467646 0.21 4.26 -1.95